1.
Entry from the Open Molecules 2025 dataset: a structure of composition C32H36IrN3P4Se2 (the ωB97M-V functional and the def2-TZVPD basis).

The value obtained for the frontier orbital gap (alpha / beta) is 4.7831 / 4.7836 eV. Its charge is +2. The LUMO energy (alpha / beta) is -7.56 / -7.56 eV. The energy above the lowest of the compared OMol25 structures with the same formula, charge and spin comes out at 10.92 kcal per mole. The total energy comes out at -208913.797 eV.

Each line ends with the Löwdin charge.
CARTESIAN COORDINATES (ANGSTROEM)
Ir  0.8956  -0.1973  2.8182  0.643
C  -2.1171  1.3147  3.4267  -0.204
P  -0.9509  0.1020  4.0337  0.668
C  -1.7523  -1.5151  4.0292  -0.196
C  -0.6178  0.5121  5.7727  -0.362
C  0.5963  -0.2973  6.2179  -0.367
P  1.8653  -0.0561  4.9305  0.667
C  2.6121  1.5466  5.3050  -0.235
C  3.1331  -1.3002  5.2170  -0.213
H  -3.0139  1.2462  4.0474  0.078
H  -2.3786  1.1273  2.3851  0.055
H  -1.6886  2.3128  3.5024  0.061
H  -2.6246  -1.4423  4.6827  0.076
H  -1.0893  -2.2972  4.3996  0.060
H  -2.0684  -1.7891  3.0232  0.064
H  -1.5032  0.3313  6.3872  0.113
H  -0.4093  1.5844  5.8159  0.096
H  0.3806  -1.3672  6.2849  0.095
H  0.9622  0.0092  7.1994  0.110
H  2.8873  1.5832  6.3601  0.072
H  1.9168  2.3547  5.0794  0.046
H  3.5119  1.6870  4.7044  0.061
H  3.4443  -1.1987  6.2590  0.074
H  3.9941  -1.1468  4.5674  0.066
H  2.7459  -2.3043  5.0471  0.062
Se  2.4636  -0.7630  -3.5318  0.396
P  0.6837  -1.6521  -2.9156  0.526
C  -0.8359  -0.8906  -3.5411  -0.359
C  -2.0811  -1.1984  -2.9887  -0.117
C  -3.2359  -0.6650  -3.5347  -0.081
C  -3.1551  0.1829  -4.6349  -0.060
C  -1.9211  0.4953  -5.1831  -0.053
C  -0.7603  -0.0425  -4.6407  -0.099
C  0.5379  -3.4210  -3.2414  -0.345
C  -0.4884  -4.2120  -2.7196  -0.095
C  -0.5827  -5.5438  -3.0733  -0.063
C  0.3428  -6.0989  -3.9512  -0.057
C  1.3601  -5.3190  -4.4721  -0.058
C  1.4625  -3.9806  -4.1171  -0.098
C  0.5542  -1.4591  -1.0895  -0.352
C  0.7080  -0.3598  -0.2642  -0.398
N  0.8009  -0.8750  0.9882  -0.341
N  0.6619  -2.2049  0.9490  -0.033
N  0.5090  -2.5673  -0.2753  0.056
P  0.7816  1.4315  -0.2022  0.821
Se  1.6903  1.7748  1.8328  0.539
C  1.7283  2.2776  -1.4308  -0.378
C  1.1157  2.5769  -2.6496  -0.089
C  1.8244  3.2779  -3.6072  -0.046
C  3.1281  3.6791  -3.3530  -0.030
C  3.7364  3.3861  -2.1395  -0.043
C  3.0380  2.6861  -1.1711  -0.094
C  -0.8919  2.0693  -0.1769  -0.360
C  -1.8376  1.5010  -1.0293  -0.066
C  -3.1148  2.0363  -1.0937  -0.036
C  -3.4495  3.1314  -0.3098  -0.039
C  -2.5075  3.6975  0.5401  -0.060
C  -1.2282  3.1700  0.6116  -0.118
H  -2.1540  -1.8490  -2.1254  0.102
H  -4.2003  -0.9206  -3.1162  0.114
H  -4.0576  0.5932  -5.0670  0.115
H  -1.8605  1.1488  -6.0429  0.114
H  0.2098  0.1846  -5.0667  0.072
H  -1.2081  -3.8033  -2.0249  0.085
H  -1.3763  -6.1541  -2.6653  0.111
H  0.2690  -7.1429  -4.2228  0.114
H  2.0804  -5.7468  -5.1551  0.114
H  2.2591  -3.3681  -4.5186  0.056
H  0.0975  2.2751  -2.8576  0.103
H  1.3607  3.5036  -4.5572  0.121
H  3.6765  4.2272  -4.1072  0.122
H  4.7515  3.7036  -1.9483  0.120
H  3.5253  2.4465  -0.2346  0.074
H  -1.5946  0.6423  -1.6412  0.075
H  -3.8407  1.5975  -1.7646  0.109
H  -4.4451  3.5504  -0.3649  0.120
H  -2.7671  4.5593  1.1401  0.119
H  -0.4945  3.6321  1.2599  0.081



2.
Entry from the Open Molecules 2025 dataset: a structure of composition C30H24CoF3N3S3 (the ωB97M-V functional and the def2-TZVPD basis).

The value obtained for the frontier orbital gap (alpha / beta) is 6.4459 / 6.0999 eV. The LUMO energy (alpha / beta) is -0.48 / -1.26 eV. Its spin multiplicity is 4. The total energy comes out at -114250.184 eV. As for the expectation value of S²: 3.80.

Each line ends with the Löwdin spin population.
CARTESIAN COORDINATES (ANGSTROEM)
Co  -2.6290  -0.2563  -0.5765  1.719
S  -1.1921  -1.6993  0.4151  0.074
C  -3.8885  -0.1039  0.8684  0.049
N  -3.4413  1.0852  0.5674  0.034
C  -3.3921  1.9865  1.5935  0.007
C  -2.9336  3.2997  1.5530  -0.001
C  -2.9400  4.0367  2.7191  0.000
C  -3.3723  3.4774  3.9202  -0.001
C  -3.8390  2.1773  3.9755  0.002
C  -3.8640  1.4396  2.8048  0.004
S  -4.3624  -0.2182  2.5506  0.025
H  -2.5725  3.7042  0.6198  0.000
H  -2.5927  5.0590  2.7086  0.000
H  -3.3315  4.0713  4.8214  0.000
H  -4.1729  1.7418  4.9040  0.001
C  6.0280  -0.5655  0.0566  0.001
C  4.7286  0.1128  0.5035  0.002
C  4.9323  0.8548  1.8350  0.001
C  4.3210  1.1462  -0.5481  0.000
C  3.6432  -0.9189  0.7402  0.013
C  3.8011  -1.8505  1.7751  -0.002
C  2.7689  -2.6882  2.1228  0.013
C  1.5329  -2.6086  1.4916  0.027
S  0.3401  -3.8150  2.0374  0.204
C  -1.1083  -3.3218  1.2836  0.474
N  0.2159  -1.5106  -0.2852  0.035
C  1.3567  -1.7086  0.4243  0.017
C  2.4476  -0.9015  0.0580  -0.001
C  -2.0064  -3.9421  0.3723  0.042
C  -2.7134  -5.1274  0.1957  0.069
C  -3.5520  -5.1974  -0.9060  -0.006
C  -3.7123  -4.1436  -1.7990  0.080
C  -3.0435  -2.9327  -1.6099  0.004
C  -2.2047  -2.8748  -0.5320  0.081
H  6.8068  0.1842  -0.0655  0.000
H  5.8798  -1.0726  -0.8952  0.000
H  6.3651  -1.2991  0.7845  0.000
H  5.5560  1.7335  1.6886  0.000
H  5.4043  0.2182  2.5773  0.000
H  3.9676  1.1722  2.2285  0.000
H  5.1204  1.8731  -0.6714  0.000
H  3.4236  1.6737  -0.2311  0.000
H  4.1394  0.6773  -1.5118  0.000
H  4.7290  -1.9193  2.3217  0.000
H  2.8952  -3.4198  2.9058  0.000
H  2.2665  -0.2391  -0.7731  0.000
H  -2.6206  -5.9587  0.8758  0.004
H  -4.1079  -6.1065  -1.0739  -0.002
H  -4.3663  -4.2569  -2.6482  0.005
H  -3.1531  -2.1051  -2.3044  0.004
F  -0.7288  3.8823  -5.3825  0.000
C  -0.3916  3.8831  -4.0861  0.000
F  0.9026  4.2320  -4.0193  0.000
F  -1.0755  4.9028  -3.5256  0.000
C  -0.6844  2.5882  -3.3932  0.001
C  -0.1181  2.3137  -2.1457  -0.001
C  -0.5196  1.1807  -1.4739  0.001
N  -1.4396  0.3231  -1.9518  0.008
C  -1.9091  0.5549  -3.1893  0.011
C  -1.5704  1.6643  -3.9369  0.000
H  0.6167  2.9753  -1.7155  0.000
H  -0.0853  0.9244  -0.5165  0.000
H  -2.5703  -0.1922  -3.6091  0.003
H  -1.9842  1.8046  -4.9228  0.000



3.
Entry from the Open Molecules 2025 dataset: the ion CHN4OS with charge +1 (the ωB97M-V functional and the def2-TZVPD basis).

The value obtained for the frontier orbital gap is 7.6931 eV. Its charge is +1. The LUMO energy is -6.62 eV. The energy above the lowest of the compared OMol25 structures with the same formula, charge and spin comes out at 43.44 kcal per mole. Its structure (SMILES) is [H]/N=N\[N+]#S#CN=O. The total energy comes out at -19880.903 eV.

Each line ends with the Löwdin charge.
CARTESIAN COORDINATES (ANGSTROEM)
C  0.5865  1.5033  1.5194  -0.298
N  0.1212  0.4071  -1.1573  -0.161
N  -0.2548  -0.6563  -1.4232  -0.063
N  -0.5977  -1.6638  -1.9919  0.287
N  0.4726  0.6446  2.3532  -0.163
O  0.3976  -0.0314  3.2894  0.198
S  0.7479  1.7228  -0.2182  1.066
H  -1.4732  -1.9263  -2.3714  0.134



4.
Entry from the Open Molecules 2025 dataset: a structure of composition C13H18NO6PPdS2 (the ωB97M-V functional and the def2-TZVPD basis).

The value obtained for the frontier orbital gap is 7.0143 eV. The LUMO energy is -1.46 eV. The energy above the lowest of the compared OMol25 structures with the same formula, charge and spin comes out at 15.80 kcal per mole. The total energy comes out at -61990.348 eV.

Each line ends with the Löwdin charge.
CARTESIAN COORDINATES (ANGSTROEM)
Pd  -0.6084  -0.7730  0.0725  0.823
O  3.0478  -2.6213  2.2112  0.120
C  2.0111  -2.2111  1.4623  -0.488
O  2.1441  -1.6793  0.3935  0.079
C  0.6969  -2.5072  2.1270  -0.187
C  0.6158  -3.0329  3.4029  0.027
C  -0.6383  -3.3450  3.9238  -0.006
C  -1.7576  -3.1836  3.1346  0.039
C  -1.6074  -2.6387  1.8648  -0.142
N  -0.4127  -2.2787  1.4016  0.016
C  -2.7884  -2.4595  0.9002  -0.613
O  -3.8334  -3.0059  1.1922  0.075
O  -2.5141  -1.7851  -0.1438  -0.116
H  3.8558  -2.3886  1.7300  0.140
H  1.5180  -3.1986  3.9688  0.123
H  -0.7234  -3.7361  4.9276  0.118
H  -2.7536  -3.4559  3.4507  0.130
C  -2.9184  0.9381  -1.8435  -0.069
C  -1.4629  1.1130  -2.2066  -0.424
C  -0.9634  0.0346  -3.1455  -0.045
O  -0.5455  1.0378  -1.0424  -0.481
P  -0.4490  2.1237  0.2273  -0.145
S  -2.0350  3.1079  0.6221  0.336
S  0.3018  0.7836  1.5761  0.400
O  0.7179  3.1069  -0.1879  -0.323
C  2.1028  2.8479  -0.5441  -0.443
C  2.5306  4.0526  -1.3594  -0.046
C  2.3377  1.5493  -1.2854  -0.062
H  -3.4824  0.8899  -2.7759  0.093
H  -3.2949  1.7637  -1.2485  0.018
H  -3.0818  0.0033  -1.3017  0.064
H  -1.2754  2.1035  -2.6329  0.147
H  -1.0753  -0.9574  -2.6844  0.079
H  0.0828  0.1857  -3.4082  0.077
H  -1.5616  0.0442  -4.0564  0.091
H  2.6499  2.8309  0.4040  0.139
H  2.0018  4.0693  -2.3120  0.086
H  3.6007  4.0062  -1.5569  0.085
H  2.3116  4.9747  -0.8256  0.085
H  1.8645  1.5716  -2.2679  0.080
H  1.9785  0.6825  -0.7363  0.026
H  3.4131  1.4368  -1.4284  0.094



5.
Entry from the Open Molecules 2025 dataset: a structure of composition C5H8O2 (the ωB97M-V functional and the def2-TZVPD basis).

The value obtained for the frontier orbital gap is 10.1874 eV. The LUMO energy is 0.91 eV. The energy above the lowest of the compared OMol25 structures with the same formula, charge and spin comes out at 63.81 kcal per mole. The total energy comes out at -9407.065 eV.

Each line ends with the Löwdin charge.
CARTESIAN COORDINATES (ANGSTROEM)
C  0.7530  -1.6437  0.1057  -0.023
C  0.0545  -0.3142  0.0445  -0.314
C  0.2457  0.6320  1.2042  -0.128
O  -0.9196  1.4099  0.8700  -0.068
C  -1.3195  0.4033  -0.0631  -0.140
C  -0.3733  0.4243  -1.1986  -0.266
O  0.2060  1.5771  -1.7091  0.018
H  0.3494  -2.3348  0.8551  0.082
H  0.8241  -2.1347  -0.8665  0.078
H  1.7893  -1.4060  0.3971  0.089
H  1.1880  1.1924  1.2784  0.131
H  0.0582  0.0946  2.1459  0.134
H  -2.3671  0.1107  -0.0539  0.149
H  -0.6614  -0.2527  -2.0035  0.162
H  0.1727  2.2417  -1.0062  0.097